Record 1
50
Properties=species:S:1:pos:R:3:nbo_charge:R:1 method="wB97M-V/def2-TZVPD" homo_ev="-9.48 / -9.49" multiplicity=3 e_above_lowest_ev=0.085 charge=+1 s_squared=2.002 homo_lumo_gap_ev="4.742 / 4.751"
Pr -0.742 -0.599 -1.854 1.298
N -0.608 3.792 -0.908 -0.497
C 0.322 3.657 0.122 0.106
C 0.578 4.511 1.204 -0.220
C 1.383 3.924 2.218 -0.187
C 1.956 2.651 2.106 -0.196
C 1.598 1.777 1.073 -0.240
C 0.727 2.256 0.110 0.172
N -0.047 1.613 -0.855 -0.595
C -0.842 2.558 -1.454 0.417
C -1.756 2.379 -2.577 0.032
C -1.950 3.209 -3.661 -0.379
S -3.171 2.577 -4.675 0.569
C -3.255 1.115 -3.751 -0.073
N -2.504 1.123 -2.648 -0.537
H -1.059 4.654 -1.192 0.440
H 0.010 5.447 1.333 0.241
H 1.493 4.406 3.183 0.233
H 2.621 2.299 2.861 0.229
H 1.956 0.743 1.109 0.220
H -1.412 4.070 -3.841 0.253
H -3.853 0.157 -3.927 0.310
S -2.205 -0.662 -6.168 -0.083
C -1.439 -1.191 -4.778 -0.485
S -2.244 -2.112 -3.590 -0.144
S 0.202 -0.587 -4.433 -0.214
O 0.579 -1.424 5.239 -0.374
N 1.367 -2.056 4.493 0.503
O 2.445 -2.515 4.848 -0.333
C 1.126 -2.148 3.075 0.060
C 2.085 -2.821 2.303 -0.095
C 1.892 -2.979 0.948 -0.100
C 2.907 -3.537 0.119 -0.091
C 2.812 -3.479 -1.238 -0.231
C 1.673 -2.848 -1.810 0.145
N 0.738 -2.319 -1.011 -0.547
C 0.768 -2.393 0.320 0.243
C -0.238 -1.797 1.139 0.164
N -1.417 -1.346 0.473 -0.504
C -2.494 -1.152 1.218 0.118
C -2.449 -1.054 2.585 -0.235
C -1.267 -1.347 3.223 -0.083
C -0.111 -1.680 2.526 -0.088
H 3.021 -3.184 2.649 0.263
H 3.766 -4.078 0.576 0.246
H 3.597 -3.865 -1.826 0.249
H 1.535 -2.746 -2.903 0.271
H -3.384 -0.838 0.656 0.221
H -3.374 -0.746 3.092 0.253
H -1.339 -1.419 4.297 0.272

Record 2
45
Properties=species:S:1:pos:R:3:mulliken_spin:R:1 method="wB97M-V/def2-TZVPD" homo_ev="-17.47 / -17.45" multiplicity=4 charge=+3 s_squared=3.759 homo_lumo_gap_ev="4.530 / 4.662"
O 0.326 -4.163 -1.747 0.004
C 0.650 -3.120 -2.089 -0.001
Nd 1.010 -0.708 -2.139 3.041
O 2.579 -2.075 -5.462 0.003
C 2.086 -1.653 -4.421 -0.003
C 1.874 1.225 -3.264 -0.002
O 2.145 2.307 -3.506 0.004
C 3.309 -1.232 -1.600 0.000
O 4.287 -1.344 -1.022 0.003
C -0.779 -0.677 -3.770 -0.005
O -1.808 -0.503 -4.233 0.003
C -1.462 -2.838 3.660 -0.001
C -1.923 -3.079 2.352 0.001
C -1.501 -2.272 1.291 0.000
C -0.618 -1.201 1.545 -0.002
C -0.132 -0.951 2.840 -0.002
C -0.565 -1.775 3.896 0.000
As -0.061 -0.229 0.081 -0.028
C -1.662 0.763 -0.581 -0.009
C -1.535 1.720 -1.613 0.000
C -2.691 2.391 -2.067 0.002
C -3.946 2.089 -1.522 -0.003
C -4.063 1.102 -0.526 0.000
C -2.930 0.415 -0.058 0.000
C 1.450 0.868 0.786 0.002
C 1.325 2.270 0.833 0.000
C 2.383 3.015 1.376 0.000
C 3.547 2.375 1.840 -0.003
C 3.670 0.978 1.757 0.001
C 2.617 0.213 1.221 -0.007
H -1.789 -3.471 4.482 0.000
H -2.613 -3.895 2.162 0.000
H -1.851 -2.472 0.276 0.001
H 0.565 -0.143 3.026 0.000
H -0.199 -1.591 4.899 0.000
H -0.561 1.961 -2.052 -0.001
H -2.590 3.149 -2.833 0.000
H -4.832 2.618 -1.869 0.000
H -5.028 0.869 -0.096 0.000
H -3.014 -0.341 0.710 0.000
H 0.416 2.741 0.464 0.000
H 2.284 4.089 1.442 0.000
H 4.357 2.966 2.263 0.000
H 4.563 0.482 2.113 0.000
H 2.712 -0.872 1.151 0.000

Number 1: energy -3473.45451 hartree, largest force on an atom 0.0662 Eh/bohr. Number 2: energy -4057.61873 hartree, largest force on an atom 0.2246 Eh/bohr.